Record 1
DFT (ωB97M-V with the def2-TZVPD basis set) results for a cluster of 2 separate species, C39H42BF3O4 in total in a non-equilibrium geometry.

Calculated values
- Largest force on an atom: 6.58 eV Å⁻¹
- HOMO level: -0.2667 hartree
- Energy above the lowest of the compared OMol25 structures with the same formula, charge and spin: 0.0 kcal per mole
- DFT total energy: -58143.6885 eV
- Total charge: 0
- SMILES: COc1ccc(C(=C[C@@H](c2ccccc2)C2CC2)c2ccc(OC)cc2)cc1.CC1(C)OB(c2ccc(C(F)(F)F)cc2)OC1(C)C

CARTESIAN COORDINATES (ANGSTROEM)
H -2.317 -1.967 6.288
H 1.357 -4.123 3.893
C -5.519 -2.171 3.435
H 1.755 -2.477 -0.042
O 5.235 2.137 4.305
C -0.320 1.445 0.759
C -1.853 8.095 8.410
C 1.116 -2.785 0.783
C -1.082 -3.073 1.749
C -2.185 3.900 6.146
C -4.468 -1.648 2.471
C 5.944 0.873 4.303
H -4.289 0.090 3.733
H -1.904 2.855 1.220
H 3.689 -0.013 5.039
C -0.261 2.379 5.719
H 3.797 4.273 4.339
H -0.436 -2.862 5.008
H -0.004 6.471 8.064
H -6.655 -2.912 0.913
H -1.429 7.714 9.350
C -0.790 3.656 6.257
C -0.032 4.594 6.992
F 3.568 -3.324 3.455
C -0.466 -0.737 5.818
H -5.912 -0.581 0.135
H -0.233 1.738 -0.287
H -3.628 0.340 2.106
H -1.131 -4.099 3.641
C -0.612 5.739 7.530
C -1.999 5.969 7.364
H 0.277 -0.259 6.483
C 0.894 -3.730 2.994
C -1.282 2.033 1.583
C -0.494 -3.677 2.865
C 0.381 0.042 2.619
F 3.935 -3.589 1.298
H -2.536 8.922 8.600
O -2.660 7.081 7.784
C -4.915 -1.006 -0.048
H 5.973 0.448 5.316
C 3.920 2.143 4.633
H -5.500 -3.260 3.538
C 0.528 0.479 1.293
C 3.198 0.965 4.935
C -2.787 5.013 6.693
H 1.015 4.396 7.219
C -0.667 0.518 3.405
C 3.229 3.382 4.598
C -1.192 1.373 5.659
C -1.323 -1.716 6.651
O -3.194 -2.188 2.878
H -4.154 -0.214 0.014
H -5.535 -3.679 -0.232
B -2.589 -2.703 1.739
C -4.437 -0.140 2.668
C -1.091 0.078 4.895
H -2.843 3.168 5.670
C 3.152 -2.945 2.212
C 1.683 -3.189 1.989
H 0.736 -2.482 6.375
C -5.623 -3.268 0.782
C -4.623 -2.124 0.946
H -2.134 2.093 3.561
C 1.885 3.436 4.912
C 1.825 1.058 5.053
H -5.398 0.294 2.360
O -3.331 -2.670 0.591
H -2.070 1.415 6.313
C -0.195 -2.235 5.851
C -0.268 -2.709 0.672
H -3.859 5.190 6.608
H -1.231 -1.670 7.737
H -0.712 -2.335 -0.252
H 5.487 0.155 3.607
H -4.896 -1.413 -1.066
C 1.136 2.280 5.234
H 6.951 1.127 3.968
F 3.451 -1.598 2.101
H -5.422 -4.081 1.496
C -1.447 1.564 2.887
H 1.315 0.044 0.677
H -5.379 -1.733 4.433
H -2.107 -0.307 4.716
H 1.132 -0.618 3.054
H 1.302 0.105 5.063
H 1.395 4.405 4.927
H -6.509 -1.859 3.086
H -1.043 8.412 7.736

Cartesian forces, eV/Å:
0.09 0.23 -0.03
-0.08 0.06 -0.09
-0.44 -0.28 0.01
-0.09 0.05 0.17
0.42 -0.36 0.11
0.01 -0.16 0.04
-0.31 -0.47 -0.25
-0.16 0.14 -0.01
0.18 -0.51 0.07
0.22 -0.02 0.08
-0.19 0.05 0.13
-0.47 0.66 0.04
0.00 -0.11 -0.30
0.19 -0.28 0.09
-0.31 0.54 -0.40
-1.32 -1.07 -0.35
-0.18 -0.15 0.02
0.07 0.22 0.11
-0.12 -0.38 -0.14
0.25 -0.14 0.05
-0.09 0.19 -0.19
-0.27 0.46 0.90
-0.44 -0.51 -0.11
-0.21 0.22 -0.95
2.44 -4.38 4.27
0.29 -0.01 -0.06
0.08 0.02 0.30
-0.19 -0.12 0.09
0.14 0.18 -0.11
-0.91 0.42 -0.11
0.43 -0.51 -0.38
-0.69 -0.23 -0.41
-0.22 0.17 0.05
-0.05 -0.21 0.26
0.23 -0.04 -0.35
-0.20 0.05 -0.03
-0.43 0.49 0.68
0.16 -0.06 0.04
0.62 0.39 0.35
-0.06 0.13 0.05
0.02 0.07 -0.24
-0.75 -0.39 0.13
-0.02 0.17 -0.08
-0.06 -0.04 0.21
0.69 0.75 -0.61
0.48 0.54 0.38
-0.20 0.05 -0.23
0.16 -0.25 0.81
0.75 -0.82 -0.07
0.35 0.94 0.52
0.20 0.49 0.54
0.20 -0.45 -1.00
-0.30 -0.22 -0.01
0.02 0.13 0.22
0.22 0.49 0.24
0.15 0.38 -0.26
-1.94 3.80 -4.38
0.44 0.36 -0.10
0.60 0.18 0.04
0.18 -0.03 -0.05
-0.41 -0.13 -0.28
-0.13 -0.06 -0.02
-0.38 -0.08 0.11
0.08 -0.42 -0.46
-0.19 -0.19 0.38
-0.56 -0.10 0.95
0.25 -0.04 0.07
0.02 0.23 0.86
0.27 0.33 -0.36
0.68 -0.08 -0.25
0.27 -0.13 -0.06
0.27 -0.06 -0.02
-0.07 -0.04 -0.32
0.07 -0.04 0.31
0.05 0.22 0.17
-0.02 0.03 0.24
0.59 0.07 -0.94
-0.15 -0.11 0.10
-0.22 -1.23 0.06
-0.09 0.30 -0.26
0.00 0.27 -0.14
-0.12 0.18 0.17
0.12 -0.12 -0.29
0.18 0.19 -0.01
-0.37 -0.14 -0.28
0.37 0.60 0.32
0.09 -0.15 -0.04
0.03 -0.14 0.10
-0.23 -0.02 0.19

Atom charges from the Löwdin analysis, given in e for atoms 1 to 2: number 1, H, carries 0.10; number 2, H, carries 0.12



Record 2
DFT (ωB97M-V with the def2-TZVPD basis set) results for a structure of composition C39H42FMoN4O5S5.

Calculated values
- Largest force on an atom: 0.71 eV Å⁻¹
- HOMO level (alpha / beta): -0.3541 / -0.3545 hartree
- Energy above the lowest of the compared OMol25 structures with the same formula, charge and spin: 12.6 kcal per mole
- DFT total energy: -116070.1211 eV
- Total charge: +1
- 2S+1: 3

CARTESIAN COORDINATES (ANGSTROEM)
O -2.504 -0.660 0.424
H 0.299 7.467 1.749
C -6.671 0.533 0.198
H 6.377 -1.221 2.283
H 7.650 -0.292 0.658
N -2.107 1.868 -0.534
C 4.649 -0.353 -0.137
S 1.477 3.675 2.132
C -1.301 1.347 3.196
H -3.955 -4.539 -3.431
O 1.020 -3.489 1.143
H -6.835 1.480 -1.775
H 5.436 -2.657 2.693
H -0.818 -2.022 -4.249
H -1.693 -5.360 -2.384
C 5.887 0.253 -0.421
H -3.516 3.387 -0.235
N -1.023 -0.747 -1.921
C -3.691 -2.330 1.643
H -2.025 -0.899 -2.054
H 7.135 -2.819 2.243
H -4.975 -2.557 -2.057
C -2.891 -2.211 2.735
O -0.148 -1.623 0.834
S 0.456 3.660 -0.701
H 0.461 6.038 2.821
H -0.672 -1.696 -1.773
H 2.557 2.283 -0.786
C 0.835 4.432 0.773
C 2.204 -1.584 0.435
H -1.445 2.624 -0.776
H 1.064 1.160 -6.415
H 0.155 -1.139 -6.344
S -4.892 -3.540 1.876
C -0.439 -0.218 -3.149
C 0.079 1.064 -3.178
S -4.930 -0.037 -1.573
H 0.219 1.851 1.906
N 4.583 -1.673 0.298
C 6.906 -2.017 -0.406
H -0.860 2.187 3.738
C 3.480 1.717 -0.696
C -3.246 -2.646 -0.766
C 0.619 1.562 -4.357
C 3.453 0.373 -0.295
H 0.101 1.670 -2.280
H -2.754 -3.154 4.739
C 0.826 6.535 1.925
C -6.325 0.833 -1.080
H -7.537 0.948 0.692
C 4.697 2.282 -0.945
S -1.860 -3.674 -0.633
C -4.028 -3.018 -1.822
C -0.409 -1.018 -4.284
H 6.585 -2.265 -1.421
H 0.323 0.333 2.445
H -5.874 -0.751 1.822
H 5.567 -3.487 0.388
O 0.579 5.735 0.761
O 1.114 0.399 -0.225
H -2.552 1.567 -1.402
H -3.313 3.692 2.058
C -2.676 1.715 2.682
C 0.961 -2.323 0.826
H -3.307 1.945 3.542
H -3.118 0.837 2.208
C -5.778 -0.399 0.805
H 1.024 2.565 -4.372
C -2.316 -4.553 -2.030
H -1.674 3.330 1.604
C 6.216 -2.271 2.037
Mo -0.845 0.170 0.128
C 0.644 0.773 -5.497
H 1.895 6.718 2.024
C -4.331 -3.866 3.462
H -4.002 1.806 0.383
H -1.367 0.503 3.881
C 0.133 -0.519 -5.458
C 5.824 -2.444 0.575
H 7.866 -0.201 -1.074
C -3.170 2.504 0.304
H 3.421 -3.255 0.922
C -2.673 2.892 1.688
C 3.413 -2.230 0.571
H -2.040 -1.548 2.763
C -4.779 -0.799 -0.025
H 7.810 -2.590 -0.202
H -4.823 -4.612 4.065
C -3.264 -3.094 3.788
C -3.486 -4.108 -2.558
N -0.359 1.000 2.086
H 6.820 2.069 -1.060
F 4.768 3.560 -1.329
C 7.172 -0.523 -0.298
C -3.546 -1.617 0.314
C 2.191 -0.265 -0.027
C 5.889 1.568 -0.827

Cartesian forces, eV/Å:
0.33 0.05 0.20
0.01 0.01 -0.03
-0.01 -0.02 0.02
0.00 -0.01 0.01
0.00 0.01 0.00
0.20 0.10 -0.12
-0.08 0.04 0.00
0.02 -0.05 -0.01
0.00 0.04 -0.02
0.00 0.00 0.01
-0.01 0.00 0.00
0.01 0.00 0.00
0.01 0.01 0.01
0.00 0.00 0.00
0.00 0.00 0.00
0.12 0.03 -0.02
-0.01 0.00 -0.01
0.01 0.07 0.06
-0.03 -0.01 0.03
0.02 0.00 -0.08
0.00 -0.01 -0.01
0.06 -0.11 0.01
-0.01 -0.01 0.00
0.04 0.08 -0.02
0.02 0.12 -0.04
-0.03 0.00 0.01
-0.03 0.01 0.02
0.04 0.01 0.01
-0.09 0.04 0.06
-0.23 0.12 -0.03
0.00 -0.02 0.04
0.00 0.00 0.00
0.00 0.00 0.00
0.01 0.01 0.01
0.08 0.05 -0.07
0.00 0.04 0.12
-0.02 0.18 0.12
0.03 -0.02 -0.08
-0.07 -0.02 0.01
-0.03 0.03 -0.01
0.01 -0.03 0.03
0.01 -0.01 -0.01
0.02 -0.06 0.07
0.01 -0.03 -0.05
0.03 0.07 -0.03
0.00 -0.02 -0.06
0.00 0.01 -0.01
0.10 0.00 -0.05
0.04 -0.03 0.00
0.01 0.00 0.00
-0.08 0.01 0.00
-0.06 -0.06 0.03
-0.02 -0.05 -0.05
-0.07 -0.02 0.02
0.00 0.00 0.00
-0.04 0.01 0.03
0.01 0.01 0.01
-0.02 -0.01 0.00
-0.07 -0.04 -0.01
-0.48 0.18 -0.12
0.00 0.04 0.01
-0.03 -0.01 -0.01
-0.03 -0.02 -0.08
0.02 0.10 0.00
0.04 0.03 0.02
-0.04 -0.01 0.05
-0.02 0.05 0.03
0.00 0.01 0.00
0.01 0.02 -0.01
0.02 0.05 -0.01
-0.04 0.02 -0.02
-0.21 -0.67 0.07
-0.01 0.00 0.03
0.00 -0.03 0.04
-0.02 0.00 -0.05
0.00 -0.01 -0.02
0.01 -0.05 -0.04
0.02 0.02 -0.01
0.07 0.01 0.00
0.00 0.00 -0.01
0.02 -0.01 0.03
0.00 0.01 0.00
0.03 -0.07 0.02
0.13 -0.10 0.00
0.02 0.02 0.02
0.03 0.01 -0.13
0.00 -0.01 0.01
0.00 0.00 -0.01
0.04 0.03 0.01
0.02 -0.01 -0.03
0.00 0.11 0.04
0.00 -0.01 0.00
0.02 -0.03 0.01
-0.02 -0.03 0.01
-0.18 0.01 -0.14
0.31 -0.14 0.11
0.01 -0.01 0.02

Atom charges from the Löwdin analysis, given in e for atoms 1 to 2: number 1, O, carries -0.36; number 2, H, carries 0.09